# 1
Entry from the OMol25 dataset: C29H63Ca2N2O11P as an isolated structure in a non-equilibrium geometry (ωB97M-V/def2-TZVPD).

Values from the calculation:
E_LUMO	-0.0218	hartree
frontier orbital gap	6.16	eV
ΔE to the lowest compared entry with this formula, charge and spin	52.0	kcal/mol
HOMO level	-6.7568	eV

ORCA input file:
```
! wB97M-V def2-TZVPD RIJCOSX def2/J DEFGRID3
* xyz 0 1
O -2.6610 0.6571 4.7651
H -5.1513 -0.1881 0.4509
H 2.3675 0.2938 1.6662
C 4.2423 1.1484 2.3238
H 0.7151 1.8562 -1.9865
H -3.0762 -2.3506 3.2686
C 0.8430 -4.3689 -3.7626
H 3.8123 -2.7402 3.2746
C 0.8857 2.3820 -2.9259
H 3.1061 0.3397 6.5771
C -0.9910 -4.3437 -2.3133
H -4.9936 1.7567 -4.8820
C -4.0527 -3.1436 1.5256
C -0.0040 3.3473 3.6280
H 1.5367 -3.5995 -4.1017
H 3.7847 0.0045 -1.9525
C -0.4568 4.7239 3.4540
H -1.1429 -5.3392 -1.8961
N 2.9479 -0.7078 3.3753
C 3.2907 2.1419 -2.6038
H -1.8646 0.2872 -4.1667
H 4.5684 -0.2326 4.7674
H 4.5964 1.6240 3.2384
C -3.8930 -2.0879 2.5965
Ca 0.7675 -1.4945 4.0232
O 0.0612 -0.8252 -0.5439
C 3.4040 0.9422 -1.5478
H 3.1614 1.4951 5.3246
H -4.4936 -4.0602 1.9175
H -5.2774 -2.7564 -0.2674
C -5.0805 -2.3380 0.7197
O -0.8045 2.7335 2.5858
H -2.2150 -1.1525 -3.3779
H 4.2029 2.0841 -3.1976
H -1.5643 3.4117 0.6972
C -2.7031 -0.2345 -3.7054
C 3.0833 -2.2565 1.2938
H 2.4400 0.6433 -1.1363
N 2.1796 1.9698 -3.5266
H 5.0306 0.5272 1.8985
H -0.1626 4.3273 -2.4772
H 3.4876 -1.5520 5.0995
H 4.6770 -1.4817 2.3714
O -1.1251 -0.2902 6.7464
Ca -1.9896 0.7242 2.7576
C -4.8518 0.9312 -4.1844
C 3.1875 0.1486 -4.9356
H 3.9545 -0.2935 -4.2998
H -3.8116 0.1710 -1.7108
C -1.5069 -4.2813 -3.7690
C -4.4241 -0.9725 0.6606
H 0.7272 -1.3682 -0.1159
C 3.5219 -0.5330 4.7141
H -4.5394 -1.1643 -4.5192
H 4.0974 1.1760 -0.7398
H -5.9998 -2.2087 1.2908
H 2.1773 -2.8305 1.4883
H 1.3257 -5.3406 -3.6590
H -1.4115 4.7529 3.9790
H 2.3234 1.2729 3.0905
H 1.1402 4.4339 -3.4860
H 0.4401 -2.8194 -2.4453
C 2.0064 0.6353 -4.1374
C 2.8229 0.4804 5.5340
H 1.2048 0.8073 -4.8556
H -3.6842 -1.0378 -0.1371
H -2.5300 1.2644 -1.9980
H -1.6140 -3.7521 -1.6426
C -3.2266 0.6082 -2.5199
C -3.9765 -0.2385 -4.6383
C 3.6928 -1.8365 2.6770
H -4.6994 -1.9624 3.3190
H 2.8917 -0.5907 -5.6800
H 3.5804 1.0074 -5.4799
H -3.8069 -0.2471 -5.7150
P -1.4325 -0.0970 5.3036
C 0.8391 3.9097 -2.5790
H 1.0837 3.2768 3.6352
H -3.1755 -3.3070 0.8996
H 0.1924 3.3137 0.8921
O -4.1618 1.5210 -3.1375
O -3.7831 -0.8656 1.9419
O -1.2937 -1.6011 4.8635
H 1.6270 -0.0529 -3.3820
C 0.3546 -3.9032 -2.3666
H -1.6082 5.4989 1.8367
O -0.3190 0.3895 4.3252
C -0.7388 3.5916 1.3858
C 2.9374 0.5445 2.5608
H 3.3392 3.0999 -2.0859
O -1.5097 0.5002 0.4858
H 1.4570 4.1989 -1.7289
O -0.3124 -4.3771 -4.6314
C -0.5865 -0.3648 0.5760
H 0.9832 -4.2434 -1.5437
H 1.7357 0.4980 5.6097
H 4.1311 1.9140 1.5559
H 2.8528 -1.4464 0.6019
H 0.0995 5.6829 1.4491
H 0.2934 5.4198 3.8296
O -0.2367 -0.7179 1.6983
H 0.0340 2.2194 -3.5864
H 3.7344 -2.9913 0.8204
H -2.1833 -5.1094 -3.9805
C -0.6243 5.0455 1.9570
H -1.9548 -3.3131 -3.9929
H -5.8474 0.6276 -3.8608
H -0.4272 3.0483 4.5870
*
```

# 2
Entry from the OMol25 dataset: one molecule with the formula C3H2N4O in a non-equilibrium geometry (ωB97M-V/def2-TZVPD).

Values from the calculation:
E_LUMO	-0.0578	hartree
frontier orbital gap	8.20	eV
ΔE to the lowest compared entry with this formula, charge and spin	99.2	kcal/mol
HOMO level	-9.7774	eV
structure (SMILES)	O=c1ccnnnn1

ORCA input file:
```
! wB97M-V def2-TZVPD RIJCOSX def2/J DEFGRID3
* xyz 0 1
C 1.0957 -0.2472 -0.2094
N -0.8515 -0.5267 1.1850
O 0.9288 2.2505 -0.0515
N -1.8862 -0.0383 0.6319
N -1.6238 0.1448 -0.9179
N -0.5944 0.8908 -1.0995
H 0.2144 -2.0422 0.9637
C 0.1635 -1.0599 0.4646
H 2.0016 -0.4904 -0.5513
C 0.5520 1.1187 -0.4156
*
```

# 3
Entry from the OMol25 dataset: one molecule with the formula C22H13F3N2 in a non-equilibrium geometry (ωB97M-V/def2-TZVPD).

Values from the calculation:
E_LUMO	-0.0079	hartree
frontier orbital gap	9.37	eV
HOMO level	-9.5861	eV
structure (SMILES)	N#Cc1ccc([C@H](C#N)[C@@H](c2cccc(F)c2)c2cc(F)cc(F)c2)cc1

ORCA input file:
```
! wB97M-V def2-TZVPD RIJCOSX def2/J DEFGRID3
* xyz 0 1
H -2.1202 -7.8956 5.8221
H -2.4746 -3.2010 0.0268
C -6.4639 -0.8086 2.8718
C -3.2585 -4.4319 4.3509
F -8.2839 -3.9223 2.6877
C -3.5343 -3.0431 3.7149
C -1.9485 -4.6219 4.8260
C -2.9646 0.6040 0.6346
C -7.5300 -1.6856 2.6588
C -5.2306 -1.3133 3.2517
C -1.5659 -5.8565 5.3270
H -5.2485 -5.3168 4.3068
C -2.4105 -2.6687 2.7025
H -1.2073 -3.8267 4.7591
C -2.8786 0.1153 -0.6731
N -1.5252 -4.9240 1.6536
C -2.7065 -1.2570 -0.8588
C -2.6635 -2.1338 0.2287
C -3.7542 -6.6967 5.0268
N -3.0879 1.6278 -2.7971
C -2.4385 -6.9374 5.4166
C -7.2362 -3.0417 2.6825
C -1.9174 -3.9297 2.1206
C -2.9890 0.9670 -1.8343
H -5.7212 -4.6235 2.6319
C -4.1986 -5.4509 4.5477
F -4.6510 -7.7374 5.0936
H -6.5793 0.2565 2.7696
H -1.6064 -2.2315 3.3300
H -2.7685 0.1725 2.7338
C -2.8316 -0.2625 1.7329
H -3.4088 -2.3491 4.5675
C -5.9431 -3.5719 2.8193
H -2.5351 -1.6561 -1.8606
H -4.4203 -0.6313 3.5273
C -2.6845 -1.6515 1.5450
H -3.0574 1.6751 0.7939
C -4.9488 -2.6770 3.2239
F -0.2657 -6.0237 5.7518
H -8.5459 -1.3260 2.5384
*
```

# 4
Entry from the OMol25 dataset: a 2-piece molecular cluster, C4H15N2O overall in a non-equilibrium geometry (ωB97M-V/def2-TZVPD).

Values from the calculation:
E_LUMO (alpha / beta)	-0.2701 / -0.4727	hartree
frontier orbital gap (alpha / beta)	8.54 / 3.03	eV
ΔE to the lowest compared entry with this formula, charge and spin	71.5	kcal/mol
HOMO level (alpha / beta)	-15.8957 / -15.8957	eV
⟨S²⟩	0.7549

ORCA input file:
```
! wB97M-V def2-TZVPD RIJCOSX def2/J DEFGRID3
* xyz 2 2
C -0.1855 1.2568 -1.2452
H -0.5725 0.6386 -2.0087
H 2.1999 -1.6822 0.7296
C 0.4945 -0.1463 0.7251
H 0.2585 0.7271 2.6986
H 0.1675 2.1379 -1.8368
H -4.2023 -0.4908 -4.6944
C -0.0614 0.8562 1.6679
H 1.7781 1.0176 -0.3949
H 2.4500 -0.0210 1.3262
H -0.0590 1.9512 1.5472
H -1.1640 0.6682 1.8149
N 1.2319 -1.4316 2.6804
H -0.1698 -0.9777 0.5222
H -0.8838 1.6155 -0.4717
H -3.1193 -1.5698 -4.6610
O -3.4707 -0.8331 -4.1585
H 0.8307 -0.7094 3.4145
H 0.4694 -2.1741 2.7221
N 0.9248 0.4145 -0.6184
C 1.7460 -0.8649 1.3863
H 1.3371 -0.3825 -1.1455
*
```

# 5
Entry from the OMol25 dataset: one molecule with the formula C5H7NO (ωB97M-V/def2-TZVPD).

Values from the calculation:
E_LUMO	0.0382	hartree
frontier orbital gap	10.46	eV
ΔE to the lowest compared entry with this formula, charge and spin	37.0	kcal/mol
HOMO level	-9.4160	eV
structure (SMILES)	C1=N[C@H]2C[C@H]2CO1

ORCA input file:
```
! wB97M-V def2-TZVPD RIJCOSX def2/J DEFGRID3
* xyz 0 1
H -0.9690 0.7877 -1.5746
H 2.6651 -0.9404 0.9051
C 0.4504 1.2975 0.0637
C -0.5964 0.4433 -0.6140
H -1.4339 -0.1869 1.3490
N 0.7802 -1.4787 0.3091
H -2.5214 -0.5667 -0.0778
H 0.1633 1.5199 1.0988
C -1.5178 -0.3535 0.2772
H -0.6345 -1.7023 -1.2267
C -0.3776 -1.0312 -0.4113
O 1.7390 0.6691 0.1303
H 0.6139 2.2417 -0.4569
C 1.7173 -0.6393 0.4614
*
```

# 6
Entry from the OMol25 dataset: one molecule with the formula C11H19NOSi in a non-equilibrium geometry (ωB97M-V/def2-TZVPD).

Values from the calculation:
E_LUMO	0.0214	hartree
frontier orbital gap	9.47	eV
ΔE to the lowest compared entry with this formula, charge and spin	126.0	kcal/mol
HOMO level	-8.8852	eV

ORCA input file:
```
! wB97M-V def2-TZVPD RIJCOSX def2/J DEFGRID3
* xyz 0 1
H 5.5589 0.8777 -0.8751
C -0.7927 1.3889 -0.8991
C 3.7976 -0.7280 1.6058
N -0.4636 -0.7486 -0.0057
C 1.8873 -0.5476 -0.8553
C -3.5884 1.2128 -0.4690
H -3.4474 -1.9280 -0.8182
H 3.7204 -1.8568 1.6918
H 3.1509 -0.3230 2.4466
H 4.6576 0.3438 -2.2153
H 0.4078 2.4014 -2.2655
C 4.8902 0.0919 -1.2173
O 0.2790 3.3469 -0.3504
C 0.0296 2.3381 -1.2726
H -1.9802 -1.6044 -1.4891
C -3.1911 -0.7313 1.0325
Si 3.3993 0.1889 0.0310
H -3.5630 -0.9491 -2.3264
H -4.1469 -1.2558 0.9081
H -3.1513 2.0748 0.2227
H -3.6494 1.6450 -1.4909
C 0.6973 -0.7248 -0.4031
H 0.2006 2.9697 0.5203
H -2.4744 -1.4730 1.4021
C -2.7417 -0.1014 -0.2998
C -1.3790 0.2849 -0.4320
H -3.3146 -0.0374 1.9638
H 4.9546 -0.5081 1.9648
H 2.1590 -0.8773 -1.9130
C -3.0168 -1.1857 -1.3662
H -4.6922 1.0478 -0.2626
H 5.4166 -0.9004 -1.0275
H 3.3367 1.7074 0.1056
*
```

# 7
Entry from the OMol25 dataset: a 2-piece molecular cluster, C26H32N4O4 overall in a non-equilibrium geometry (ωB97M-V/def2-TZVPD).

Values from the calculation:
E_LUMO	0.0032	hartree
frontier orbital gap	8.64	eV
ΔE to the lowest compared entry with this formula, charge and spin	40.1	kcal/mol
HOMO level	-8.5580	eV
structure (SMILES)	CN1C(=O)c2ccccc2NC(=O)/C1=C/c1ccccc1.CNC(=O)[C@H](CC(C)C)NC(C)=O

ORCA input file:
```
! wB97M-V def2-TZVPD RIJCOSX def2/J DEFGRID3
* xyz 0 1
C -1.9260 -6.2531 -0.7524
H 2.5115 5.3469 5.3418
H -1.0357 3.7475 -2.3187
H 0.2081 1.5757 -0.6381
H -2.7206 -3.7546 1.7104
C -0.4744 -5.6173 1.2124
H -1.5119 3.3597 -0.6481
C -2.9085 -4.9478 -2.5942
H 1.0034 -1.7714 -5.1749
C -1.5544 -7.7764 1.1620
H 1.9052 1.9606 -1.0163
C -1.3192 -6.5318 0.5599
C -0.9847 -8.0925 2.3999
H -1.1849 -9.0566 2.8577
H 0.0263 4.3561 1.0690
H 3.1715 7.2075 1.4994
H 1.2421 4.2847 -1.5693
N -2.4943 -3.8935 -0.3879
C 0.7306 -1.3684 -3.0767
C -2.4152 -5.0336 -1.2090
C 2.1869 5.2640 3.2411
H -0.9692 -3.2486 -5.3282
C -1.9663 -2.6639 -0.7839
H -2.0097 -7.1008 -1.4281
C 0.9222 3.9883 0.5656
C -3.3238 -3.9623 0.8208
H -1.0727 5.0194 -1.0906
C -0.8521 3.9668 -1.2678
H 0.2880 -7.4154 4.0049
H 2.8221 4.7904 0.0189
H 3.0232 9.4862 0.9795
C 0.8672 2.2058 -1.2361
H -2.1938 -8.5039 0.6705
H -2.9262 -4.0545 -4.3816
H 3.5327 4.3201 2.1041
H -0.2499 -4.6567 0.7596
H 3.0349 3.8305 4.5775
C -0.1563 -7.1705 3.0445
H 0.2032 -1.1271 -1.0105
H 4.0014 5.3163 4.3728
C 0.1013 -5.9335 2.4475
H -3.7783 -4.9508 0.9406
O 0.6393 6.7313 -0.2514
N 2.6813 4.8551 2.0699
O -2.0629 -1.7191 -0.0067
C 2.9960 4.9123 4.4680
C 2.0488 5.0317 0.7484
C -1.5061 -3.0662 -3.2453
H 1.2073 3.0632 1.0683
O -3.6426 -5.8051 -3.0631
C 0.3992 -1.9635 -4.2924
H 1.2930 9.2019 1.3005
H 1.9151 9.0830 -0.3543
H 1.5898 -0.7076 -3.0077
C 0.6078 3.6821 -0.9188
N 2.4074 7.4731 0.9021
O 1.1535 5.9022 3.3599
H -4.1338 -3.2276 0.7684
C -1.1722 -2.4691 -2.0098
H 0.6766 2.0195 -2.2928
C -0.7178 -2.7997 -4.3724
H 0.7496 -5.2159 2.9412
C -0.0540 -1.6133 -1.9491
C 2.1499 8.8974 0.6961
C 1.6341 6.4899 0.4227
N -2.6130 -3.8967 -3.4296
*
```

# 8
Entry from the OMol25 dataset: one molecule with the formula C7H9ClOS in a non-equilibrium geometry (ωB97M-V/def2-TZVPD).

Values from the calculation:
E_LUMO	-0.0140	hartree
frontier orbital gap	8.60	eV
ΔE to the lowest compared entry with this formula, charge and spin	105.5	kcal/mol
HOMO level	-8.9769	eV
structure (SMILES)	C=C/C=C/C(=C)[S@@](=C)(=O)Cl

ORCA input file:
```
! wB97M-V def2-TZVPD RIJCOSX def2/J DEFGRID3
* xyz 0 1
C 0.0951 -0.6694 0.8999
C -2.1007 1.6317 -1.0437
H 2.0828 -1.7268 2.3602
C -1.1183 0.8125 -0.6606
H -2.0005 -0.6354 0.6679
H 1.9562 0.3092 -2.8186
C 1.2700 -0.0510 -2.0579
S 0.5515 1.3382 -1.4640
C -0.0239 -1.6427 1.9753
H -1.0600 -1.9742 2.0327
C 1.0290 -2.0978 2.6082
Cl 1.4185 2.6112 -0.0285
O 0.2596 2.1796 -2.5685
H 1.7502 -0.7127 -1.2891
H -3.1774 1.4355 -1.0374
C -1.0435 -0.2180 0.3633
H 0.9894 -0.1957 0.5682
H 1.0318 -2.8480 3.3450
H -1.9101 2.4538 -1.8523
*
```

# 9
Entry from the OMol25 dataset: C16H20O12Pd as an isolated structure in a non-equilibrium geometry (ωB97M-V/def2-TZVPD).

Values from the calculation:
E_LUMO (alpha / beta)	0.1298 / 0.1298	hartree
frontier orbital gap (alpha / beta)	4.30 / 4.27	eV
ΔE to the lowest compared entry with this formula, charge and spin	102.1	kcal/mol
HOMO level (alpha / beta)	-0.7644 / -0.7397	eV
⟨S²⟩	2.0051

ORCA input file:
```
! wB97M-V def2-TZVPD RIJCOSX def2/J DEFGRID3
* xyz -2 3
H 4.3574 -1.2274 -3.9302
O 1.6096 1.8479 0.8166
O -0.0277 -3.4222 0.9011
O -2.0526 -2.3131 -2.6138
O 1.8841 -0.3732 -1.9489
O -1.0777 1.2587 0.7666
C 0.0662 -4.3398 1.9760
H 3.0437 -2.3702 -3.6360
C -0.8781 3.4265 3.6486
C 0.2978 -2.1595 1.3394
O -2.8007 -1.9522 -0.6270
H 0.0361 -3.7295 3.9302
H 1.6589 -3.8849 3.1788
H -3.7305 -3.1816 -3.2527
O -0.1299 2.5600 -2.1456
H 3.8009 0.0459 -2.2355
C -1.4142 2.6158 2.6952
H 1.3390 4.8158 -1.5625
H 2.5439 3.1413 2.6758
O -1.2522 -0.6185 -1.3311
C -2.0128 -1.5089 -1.5104
O 0.6650 -2.2595 2.5121
H -0.9556 -4.5114 2.3145
H -2.4539 -4.2556 -2.5156
H -0.7445 4.3752 -2.9804
C -0.6261 3.8896 -2.0118
H -1.5925 3.9193 -1.5087
C -3.5627 -3.0057 -1.0261
C 1.4776 3.0435 2.8162
O 1.2653 4.4847 4.3574
C 0.3000 4.7645 -1.2372
C 0.6159 3.6769 3.6111
O -1.6983 3.8736 4.5598
C 0.9593 2.1850 1.7874
H -0.1047 5.7753 -1.2894
H -4.6448 -2.8896 -0.9649
C 0.6306 -3.5537 3.0337
H 0.3548 4.4664 -0.1902
C 3.3103 -1.3133 -3.6402
H 0.5120 -5.2917 1.6877
Pd 0.3994 0.8466 -0.7374
C -0.6059 1.9958 1.6892
C 3.1776 -0.8481 -2.2167
H 3.5901 -1.4692 -1.4216
C -3.0145 -3.3236 -2.4432
H -2.4649 2.3814 2.7824
O 0.3006 -1.0653 0.7126
H 2.8725 -0.7007 -4.4284
H -3.2241 -3.8212 -0.3871
*
```

| no. | E (a.u.) |
| --- | --- |
| 1 | -3776.70599 |
| 2 | -409.57014 |
| 3 | -1255.21153 |
| 4 | -345.36290 |
| 5 | -324.66550 |
| 6 | -849.86016 |
| 7 | -1529.98434 |
| 8 | -1205.55568 |
| 9 | -1652.20941 |